Entry 1:
Formula: C5H13N2O
Source: the Open Molecules 2025 dataset
Level of theory: ωB97M-V/def2-TZVPD

Each line ends with the Löwdin charge.
Positions of all 21 atoms, in Å:
N  -1.4936  -1.7495  -1.8105  -0.049
C  -0.4784  -0.7702  -1.5196  -0.581
C  -0.9734  0.6455  -1.8583  -0.344
C  0.0005  -0.8939  -0.0814  -0.276
N  1.0913  0.0544  0.2550  -0.088
C  1.3677  0.0748  1.7293  -0.247
C  0.9878  1.4340  2.4044  -0.585
O  1.0081  1.3936  3.7434  -0.399
H  -2.0344  -2.1289  -1.0452  -0.015
H  -2.0335  -1.6022  -2.6415  -0.088
H  0.4267  -0.9431  -2.1258  0.099
H  -0.1590  1.3811  -1.8661  0.031
H  -1.5311  0.6628  -2.7935  -0.061
H  -1.6188  0.9606  -1.0245  0.039
H  0.4644  -1.8759  0.0786  0.099
H  -0.8153  -0.7865  0.6461  0.103
H  0.7795  0.9744  -0.0301  0.052
H  2.4526  -0.0270  1.7950  0.079
H  0.8583  -0.7268  2.2629  0.087
H  -0.0021  1.7531  1.9885  0.070
H  1.7028  2.1697  1.8933  0.073

Forces on the atoms, in the same order (eV/Å):
N 0.4876 -1.1879 0.2811
C 0.2801 0.5747 -0.2926
C 0.0279 -0.0043 1.1930
C 1.0313 0.2774 0.5231
N -0.6774 -0.5486 0.0644
C 0.1784 1.0233 -1.0583
C 0.1354 -0.2076 -0.0822
O 0.3123 0.1786 0.0801
H -0.0170 0.4282 -0.0568
H -0.3269 0.2754 -0.2638
H -0.2562 -0.1557 -0.0085
H -0.0191 -0.0623 -0.3809
H 0.1212 0.1020 -0.1250
H -0.2334 0.0311 -0.3272
H -0.4214 -0.1703 -0.1402
H -0.3105 -0.0400 -0.1930
H -0.0190 0.1957 0.2171
H 0.0400 -0.2886 0.5631
H -0.0416 -0.1308 -0.0991
H -0.1766 -0.2194 -0.2193
H -0.1150 -0.0709 0.3250

Output
DFT total energy in a.u.: -382.8854
HOMO (alpha / beta) in Eh: 0.137 / -0.003
Expectation value of S²: 0.751
Lowest unoccupied orbital energy (alpha / beta) in eV: 6.838 / 6.756
ΔE to the lowest compared entry with this formula, charge and spin in eV: 0.325
Multiplicity: 2
Kohn-Sham gap (alpha / beta) in eV: 3.10 / 6.85
Net charge: -2

Entry 2:
Formula: C7H10
Source: the Open Molecules 2025 dataset
Level of theory: ωB97M-V/def2-TZVPD

Each line ends with the Löwdin charge.
Positions of all 17 atoms, in Å:
C  1.9063  0.0769  -0.0130  -0.031
C  0.3942  0.0878  0.0006  -0.485
C  -0.4231  -0.7643  1.0137  -0.073
C  -1.5967  -0.4881  -0.0083  -0.294
C  -0.4725  -0.5713  -1.0842  -0.094
C  -1.7808  0.9295  0.4056  0.104
C  -0.3889  1.4162  0.1232  -0.195
H  2.3064  0.6708  -0.8425  0.082
H  2.3106  0.4895  0.9199  0.082
H  2.2903  -0.9454  -0.1144  0.080
H  -0.5281  -0.4099  2.0454  0.115
H  -0.1655  -1.8295  1.0077  0.120
H  -2.4798  -1.1256  -0.0488  0.117
H  -0.6078  -0.0197  -2.0224  0.113
H  -0.1946  -1.6101  -1.2880  0.117
H  -0.5853  1.8865  -0.8596  0.128
H  0.0151  2.2067  0.7650  0.113

Forces on the atoms, in the same order (eV/Å):
C -0.0285 0.0183 -0.0169
C 0.0942 0.0523 -0.0274
C 0.1318 -0.0273 0.2884
C -0.4513 -0.0390 0.0111
C 0.0358 0.0080 -0.2385
C 0.3048 -0.2665 -0.2000
C -0.0388 0.0861 0.1010
H -0.0775 -0.0664 0.0887
H -0.0994 -0.0305 -0.1479
H -0.0804 0.1542 0.0040
H 0.0407 0.0150 -0.1695
H -0.0543 0.1858 -0.0079
H 0.1637 0.0361 0.0531
H -0.0419 -0.0947 0.1442
H -0.0550 0.1150 0.0710
H 0.3090 0.0969 -0.0295
H -0.1527 -0.2430 0.0763

Output
DFT total energy in a.u.: -272.5655
HOMO in Eh: -0.305
Lowest unoccupied orbital energy in eV: 0.554
ΔE to the lowest compared entry with this formula, charge and spin in eV: 4.150
Kohn-Sham gap in eV: 8.85

Entry 3:
Formula: C2H8N2
Source: the Open Molecules 2025 dataset
Level of theory: ωB97M-V/def2-TZVPD

Each line ends with the Löwdin charge.
Positions of all 12 atoms, in Å:
C  1.9982  -0.7333  -1.3318  -0.037
C  0.7731  -0.6795  -0.8015  -0.246
N  0.5804  0.1473  0.3549  0.024
H  2.6619  -0.0352  -0.9745  0.016
H  2.2679  -1.1182  -2.2249  0.001
H  -0.1160  -1.3652  -1.0272  0.124
H  1.3143  0.8218  0.6127  0.093
H  -0.2954  0.4673  0.5121  -0.032
N  -2.5625  0.8799  1.3163  0.065
H  -2.8700  -0.0734  1.4029  0.025
H  -3.1901  1.3251  0.6586  0.030
H  -2.5263  1.2642  2.1413  -0.063

Forces on the atoms, in the same order (eV/Å):
C -2.5116 0.4005 1.0386
C -0.3620 0.0723 1.6461
N 3.1711 -1.6656 -1.1991
H 1.6594 1.4799 0.9684
H 0.4889 -1.9260 -2.5227
H 1.4241 1.2906 0.0543
H -0.5929 -0.7548 -0.6046
H -3.3302 1.1138 0.6544
N -0.0553 -2.8733 -5.8970
H 0.0182 -0.2715 0.0951
H 0.0933 0.2754 0.3807
H -0.0030 2.8585 5.3858

Output
DFT total energy in a.u.: -190.4560
HOMO in Eh: -0.290
Lowest unoccupied orbital energy in eV: 0.991
SMILES string: C=CN.N
ΔE to the lowest compared entry with this formula, charge and spin in eV: 1.165
Kohn-Sham gap in eV: 8.89

Entry 4:
Formula: C3H3NO2
Source: the Open Molecules 2025 dataset
Level of theory: ωB97M-V/def2-TZVPD

Each line ends with the Löwdin charge.
Positions of all 9 atoms, in Å:
C  -0.2152  0.0997  0.7082  0.171
C  1.7425  -0.0724  2.4006  -0.520
C  -0.1846  0.0656  -0.6072  -0.228
N  1.6692  -0.5119  1.3183  0.149
O  2.0642  0.3091  3.4543  0.137
O  0.8737  -0.4613  -1.2605  0.024
H  -1.0554  0.1750  -1.3291  0.157
H  -0.6142  0.4536  1.6425  0.076
H  1.6022  -0.6849  -0.7475  0.035

Forces on the atoms, in the same order (eV/Å):
C 3.0287 -0.4055 1.4853
C 1.5948 1.2594 3.3858
C 0.3049 -1.6185 -0.8902
N -4.0035 -0.7556 -5.4287
O -0.4888 0.4336 1.0058
O -2.9243 1.1317 -2.8547
H 1.0495 0.3715 1.3966
H -0.4646 0.0092 -0.4924
H 1.9035 -0.4259 2.3924

Output
DFT total energy in a.u.: -321.2310
HOMO in Eh: -0.371
Lowest unoccupied orbital energy in eV: -0.696
ΔE to the lowest compared entry with this formula, charge and spin in eV: 3.992
Kohn-Sham gap in eV: 9.41

Entry 5:
Formula: C37H30BrMnN7O9P2
Source: the Open Molecules 2025 dataset
Level of theory: ωB97M-V/def2-TZVPD

Each line ends with the Löwdin charge.
Positions of all 87 atoms, in Å:
Mn  6.5789  -18.6614  7.7766  0.836
C  13.0966  -30.1165  11.3193  -0.058
O  12.8106  -28.9641  12.0953  -0.080
C  12.1405  -27.9094  11.5571  -0.266
C  11.5614  -27.8690  10.3111  -0.008
C  10.9254  -26.7359  9.8454  -0.035
C  10.8529  -25.6478  10.6461  -0.170
C  11.5882  -25.6146  11.8644  -0.012
C  12.1837  -26.7621  12.3760  0.033
C  10.1647  -24.4249  10.1336  -0.214
N  9.9598  -24.1243  8.8554  0.197
C  9.2938  -22.9438  8.8674  -0.188
C  9.1184  -22.4863  10.1510  -0.099
N  9.7283  -23.4318  10.9826  0.201
C  8.3299  -21.3341  10.4728  -0.069
C  8.0867  -20.8407  11.7520  0.036
C  7.3231  -19.7202  11.9305  0.015
C  6.7917  -19.0925  10.7628  -0.061
N  6.9906  -19.5538  9.5620  0.041
C  7.7857  -20.6635  9.4007  -0.110
C  7.9986  -21.1035  8.0419  -0.081
N  7.5366  -20.2531  7.0392  0.039
C  7.8778  -20.5335  5.7975  -0.069
C  8.6043  -21.6790  5.4452  -0.010
C  9.0568  -22.5240  6.4091  0.048
C  8.7809  -22.2253  7.7576  -0.054
H  13.7045  -30.7404  11.9930  0.109
H  13.6198  -29.8318  10.4176  0.092
H  12.1826  -30.6079  11.0009  0.090
H  11.4965  -28.7906  9.7549  0.113
H  10.3646  -26.8344  8.9033  0.132
H  11.6452  -24.6530  12.3307  0.099
H  12.6712  -26.7784  13.3487  0.129
H  9.6435  -23.4571  11.9537  0.136
H  8.4929  -21.3785  12.5869  0.124
H  7.0136  -19.2588  12.8184  0.104
H  6.1514  -18.1839  10.8603  0.146
H  7.5071  -19.7499  5.1442  0.114
H  8.8682  -21.8243  4.4095  0.120
H  9.6759  -23.3443  6.0765  0.136
Br  2.1126  -26.2254  2.5980  0.879
C  1.1826  -24.8101  3.2539  -0.718
C  0.0885  -24.2297  2.5340  -0.063
C  -0.4790  -23.0270  2.9929  0.018
C  0.1013  -22.4382  4.1151  -0.254
C  1.1139  -23.0714  4.8627  -0.015
C  1.6216  -24.2455  4.4651  -0.123
N  -0.4576  -21.1987  4.4539  0.144
N  0.1436  -20.3747  5.1604  0.136
C  1.3622  -20.2692  5.7793  -0.197
C  1.4658  -20.1518  7.1696  0.008
C  2.6672  -19.9768  7.7627  0.049
C  3.9079  -19.7533  7.0310  -0.202
O  4.9745  -19.5619  7.6827  -0.076
C  3.7579  -19.8362  5.5330  -0.143
N  4.8224  -19.6896  4.7810  0.129
C  4.7267  -19.6905  3.4598  -0.073
C  3.4888  -19.8430  2.7825  0.002
C  2.3767  -19.9567  3.5678  0.006
C  2.5137  -19.9817  4.9416  -0.099
H  -0.2158  -24.6545  1.5586  0.121
H  -1.2037  -22.4951  2.4427  0.111
H  1.4063  -22.6218  5.8022  0.116
H  2.2989  -24.8740  4.9986  0.098
H  0.5806  -20.2745  7.7298  0.124
H  2.7323  -19.9558  8.8149  0.116
H  5.6055  -19.5656  2.8486  0.112
H  3.4202  -19.8465  1.7127  0.115
H  1.4386  -20.0327  3.0273  0.129
C  7.4648  -14.2667  8.1778  -0.034
C  7.5157  -15.2477  7.0546  -0.597
O  7.5967  -14.5661  5.8273  -0.014
P  8.8136  -16.4910  7.1613  0.532
O  10.1239  -15.8308  7.7567  -0.057
O  9.3354  -17.1145  5.8222  -0.051
O  8.2534  -17.5540  8.0506  -0.289
P  5.9670  -16.3132  7.0998  0.403
O  4.7775  -15.3399  6.7345  -0.047
O  6.2367  -17.4629  6.1647  -0.299
O  5.7076  -17.0051  8.4198  -0.276
H  8.4190  -13.7777  8.2910  0.096
H  7.2247  -14.6847  9.1543  0.108
H  6.7315  -13.5591  7.9539  0.083
H  7.3098  -15.1740  5.1214  0.111
H  10.2470  -15.9822  8.7050  0.121
H  10.1744  -16.7021  5.5237  0.133
H  4.8800  -14.6407  6.0682  0.119

Forces on the atoms, in the same order (eV/Å):
Mn 0.4712 0.7102 0.0429
C -0.1079 0.1044 0.3115
O -0.4979 0.4975 0.0041
C 1.2768 -0.0320 1.2445
C -0.1179 -1.0142 -0.1539
C -0.9228 -1.5983 -0.8830
C 0.4508 2.2713 0.2694
C -0.7240 -0.7258 -0.4767
C -0.6292 0.9051 -0.7663
C 0.9457 -0.4893 0.2128
N 0.1634 -0.6781 0.7568
C 0.0372 -0.2237 0.4306
C -0.1584 -0.0405 1.0722
N -0.7015 0.6772 -2.9305
C 0.8228 -0.7567 -0.1972
C -0.2934 0.3284 0.8770
C -0.4070 0.0791 -2.3943
C -0.6449 0.7635 1.1183
N 0.8973 -0.4642 -0.9858
C -1.0053 0.5256 -1.0115
C 0.0273 0.9557 -0.5766
N 1.0072 -1.1484 1.4056
C -0.7972 0.8325 0.2296
C -0.1497 0.7515 -0.4522
C 0.0687 0.0760 -0.1724
C -0.1715 0.2110 -0.2298
H -0.3119 0.0954 -0.6073
H 0.5044 0.0022 -0.2146
H -0.1780 -0.3468 0.2085
H 0.1635 0.0064 -0.2841
H 0.4173 0.4427 0.4598
H 0.1617 0.2105 0.6914
H 0.0181 -0.0479 -0.3593
H 0.0363 -0.3175 1.5436
H 0.1093 -0.0263 0.4159
H 0.0980 0.1336 1.4596
H 0.6175 -0.8092 -0.1805
H 0.2289 -0.4666 -0.6086
H -0.0748 -0.0754 -0.0817
H 0.0138 -0.2703 0.5246
Br 0.4451 -1.2152 -0.5845
C -2.0290 2.0330 -0.3582
C 0.9343 -0.1184 -0.0340
C 1.9476 -1.3458 0.4356
C -0.0399 -0.5363 0.2281
C -0.9908 1.5872 0.6974
C -0.1417 -1.7150 -1.3692
N 0.9945 1.7682 0.6521
N -0.9254 -1.1574 0.1086
C 0.0237 0.6079 -1.0628
C -0.0389 -0.4060 -0.9822
C 1.8442 0.5279 -0.7964
C -2.3359 -0.7238 -0.8206
O -0.2509 -0.3362 -0.0546
C 0.3454 0.5470 1.3285
N 1.9706 0.2094 -1.0626
C -1.1039 -0.2575 -0.1196
C 0.9413 0.3054 1.0472
C 0.0981 -0.1236 -1.5322
C -1.6949 -0.6367 1.1021
H 0.1319 0.1786 0.8539
H -0.9183 0.3366 -0.4436
H 0.1313 -0.1303 0.0215
H 0.6040 0.2582 0.6315
H -0.8071 -0.1030 0.7188
H 0.1126 0.0740 1.0632
H 0.4522 0.0124 0.2371
H 0.0917 0.0533 -0.2998
H -0.1925 -0.0611 0.5670
C 1.3965 -0.5809 1.0416
C -1.1758 -1.0534 -0.5634
O -0.4124 0.0962 -0.7234
P 0.8212 -0.4325 1.1734
O -0.2392 -0.1076 0.0617
O 0.2223 0.7869 -0.5489
O 0.0064 -1.1608 0.2534
P -0.3543 1.2328 0.2393
O 0.1800 -0.2162 -0.0064
O 0.4113 -0.8283 -1.1870
O -0.3087 0.3950 0.8127
H 0.3131 0.4132 -0.0941
H -0.0772 -0.3926 -0.1240
H -1.1692 1.2782 -0.4006
H 0.3601 0.3168 0.0387
H 0.0917 0.1121 -0.0252
H -0.4693 -0.3079 -0.0207
H 0.1603 -0.2326 0.1885

Output
DFT total energy in a.u.: -6895.8788
HOMO (alpha / beta) in Eh: -0.429 / -0.429
Expectation value of S²: 3.795
Lowest unoccupied orbital energy (alpha / beta) in eV: -5.423 / -6.907
ΔE to the lowest compared entry with this formula, charge and spin in eV: 2.162
Multiplicity: 4
Kohn-Sham gap (alpha / beta) in eV: 6.26 / 4.77
Net charge: +2

Entry 6:
Formula: C3H5Li2NiO4
Source: the Open Molecules 2025 dataset
Level of theory: ωB97M-V/def2-TZVPD

Each line ends with the Löwdin charge.
Positions of all 15 atoms, in Å:
H  1.1726  -1.6593  -0.7965  0.179
Li  -0.0142  2.1542  -1.2432  0.738
O  2.5902  -0.5919  0.2386  0.034
O  0.4305  -0.5725  0.7922  -0.118
C  -0.9210  -1.0516  0.5264  -0.109
C  -1.6211  -0.0424  -0.3851  -0.310
O  -1.3410  1.2696  -0.0134  -0.370
C  1.4444  -0.8829  -0.0593  -0.269
H  -0.8701  -2.0569  0.0891  0.141
H  -1.3977  -1.1015  1.5131  0.145
H  -2.7018  -0.2734  -0.3498  0.137
H  -1.2966  -0.2337  -1.4285  0.123
O  1.3694  2.1017  -0.0700  -0.843
Ni  0.1393  1.4603  1.1559  0.768
Li  3.0170  1.4803  0.0306  0.753

Forces on the atoms, in the same order (eV/Å):
H -0.0052 0.5867 -0.2377
Li -0.0842 0.1772 0.3127
O -1.6850 0.3557 -1.1202
O 0.3367 0.1738 -0.1303
C -0.4918 -0.1895 -0.3247
C -0.1651 -0.5646 -0.2426
O 0.0519 0.2218 0.1425
C 1.5444 -1.2281 1.9726
H -0.0447 0.2161 0.1491
H 0.2285 -0.0082 -0.2244
H 0.2921 0.1664 -0.0199
H -0.0745 -0.0145 0.1821
O -0.4907 -0.2492 0.6638
Ni 0.8280 0.4753 -1.1748
Li -0.2403 -0.1188 0.0518

Output
DFT total energy in a.u.: -1941.4721
HOMO (alpha / beta) in Eh: -0.482 / -0.480
Expectation value of S²: 2.006
Lowest unoccupied orbital energy (alpha / beta) in eV: -3.842 / -3.871
Multiplicity: 3
Kohn-Sham gap (alpha / beta) in eV: 9.26 / 9.18
Net charge: +1

> DFT total energy of number 5 (C37H30BrMnN7O9P2)?

-6895.8788 a.u.